[1]
{
  "formula": "C18H48AlFN6O8P2",
  "method": "wB97M-V/def2-TZVPD",
  "symbols": ["P", "P", "Al", "F", "O", "O", "O", "O", "O", "O", "O", "O", "N", "N", "N", "N", "N", "N", "C", "C", "C", "C", "C", "C", "C", "C", "C", "C", "C", "C", "C", "C", "C", "C", "C", "C", "H", "H", "H", "H", "H", "H", "H", "H", "H", "H", "H", "H", "H", "H", "H", "H", "H", "H", "H", "H", "H", "H", "H", "H", "H", "H", "H", "H", "H", "H", "H", "H", "H", "H", "H", "H", "H", "H", "H", "H", "H", "H", "H", "H", "H", "H", "H", "H"],
  "positions_angstrom": [[-4.216, -1.492, -2.818], [6.646, 4.026, 0.644], [-3.755, -6.302, 3.249], [0.223, -3.563, 3.413], [-5.209, 1.579, 6.298], [0.383, -8.153, -0.500], [-5.315, -0.666, 5.791], [2.608, -8.651, -0.523], [1.127, -10.127, -1.266], [7.745, 3.123, 0.267], [-4.365, -2.405, -1.637], [-6.813, 0.424, 7.000], [5.385, 3.135, 1.420], [-5.148, -0.053, -2.679], [7.072, 5.319, 1.698], [5.868, 4.799, -0.702], [-4.645, -2.160, -4.329], [-2.600, -0.981, -3.184], [4.709, 3.643, 2.570], [3.112, -7.357, -0.049], [6.706, 5.468, -1.691], [-2.329, 0.110, -4.097], [6.969, 6.779, 1.341], [-0.176, -10.459, -1.729], [-1.421, -1.868, -3.094], [1.335, -8.874, -0.791], [4.815, 1.894, 0.874], [-3.994, 1.745, 5.539], [-5.823, 0.685, -3.727], [-5.589, 0.228, -1.391], [-3.784, -3.225, -4.889], [7.927, 5.222, 2.912], [-7.073, 1.412, 8.039], [-5.765, 0.393, 6.218], [4.601, 5.362, -0.566], [-6.059, -2.530, -4.533], [-3.301, 2.255, 6.208], [4.601, 1.197, 1.685], [7.573, 5.745, 3.801], [7.068, 6.405, -1.266], [-0.876, -10.214, -0.930], [4.409, 6.260, -1.153], [-5.501, 0.250, -4.673], [4.226, 5.544, 0.441], [-4.302, -3.924, -5.546], [4.429, 4.689, 2.447], [2.294, -7.013, 0.584], [-2.887, -2.693, -5.207], [-0.302, -11.508, -1.998], [-6.247, -3.550, -4.197], [-8.078, 1.344, 8.456], [6.265, 5.683, -2.665], [-1.627, -2.394, -2.161], [-5.628, 1.312, -1.286], [-6.742, -1.930, -3.931], [-4.182, 2.334, 4.641], [-6.890, 2.459, 7.798], [-3.140, 0.835, -4.027], [5.388, 1.498, 0.036], [3.927, 3.059, 3.055], [5.983, 7.099, 1.003], [-3.492, -3.890, -4.077], [-0.494, -10.059, -2.692], [4.009, 4.516, -0.914], [7.610, 4.879, -1.846], [7.783, 7.101, 0.691], [3.563, -6.715, -0.806], [-1.420, 0.677, -3.894], [-2.406, -0.139, -5.155], [7.242, 7.376, 2.212], [-5.515, 1.727, -3.643], [-0.502, -1.283, -3.054], [-6.441, -2.526, -5.554], [-6.896, 0.513, -3.639], [8.974, 5.385, 2.656], [-5.030, -0.338, -0.644], [5.515, 3.563, 3.299], [-3.569, 0.852, 5.082], [8.033, 4.150, 3.078], [-6.652, 0.007, -1.295], [3.814, 2.106, 0.498], [-6.354, 1.220, 8.835], [-1.358, -2.648, -3.854], [3.974, -7.697, 0.525]],
  "atomic_forces_ev_per_a": [[-0.08, 0.03, -0.75], [0.56, 1.73, 0.20], [0.20, 0.13, 0.03], [-0.16, -0.04, -0.09], [1.91, 0.64, -1.95], [1.42, -0.11, -0.58], [-0.76, 2.04, -0.52], [0.53, -0.41, -1.38], [1.41, 0.24, -0.76], [-0.61, 0.33, 0.08], [0.74, 1.30, -1.42], [-2.76, -0.48, 0.77], [-0.65, -0.70, -1.66], [1.76, -2.54, -1.49], [-0.66, 0.91, -0.34], [2.93, -0.05, 1.47], [-1.41, -0.39, 0.01], [0.46, -0.32, -0.63], [1.06, 0.57, 1.24], [-0.35, -1.79, 0.84], [1.44, -0.49, 0.12], [-1.85, 1.20, -0.21], [0.49, -0.48, 0.09], [-1.08, -0.18, 0.25], [-1.40, -0.24, 1.58], [-2.45, 0.24, 1.12], [0.11, 0.85, -0.33], [0.27, 0.55, -0.49], [0.76, -1.04, -0.36], [-1.13, 0.85, 1.50], [0.56, 0.53, 1.61], [0.28, -2.62, -1.18], [1.14, 0.32, 0.33], [0.87, -2.03, 2.09], [-2.58, -0.64, 0.16], [-0.71, 0.03, 0.70], [0.05, -0.13, -0.27], [0.57, -0.26, 0.04], [-0.11, 0.07, -0.38], [-0.14, 0.30, -0.07], [-0.22, 0.05, -0.34], [0.28, -0.19, -0.13], [-0.06, 0.40, -0.17], [0.42, 0.09, 0.27], [0.07, 0.86, -0.61], [-0.08, -0.11, 0.24], [0.48, 0.92, -0.17], [-0.05, -0.71, -0.88], [0.96, -0.35, 0.85], [0.24, -0.23, 0.24], [0.04, -0.61, -0.59], [-0.51, -0.35, 0.27], [0.75, -0.30, 0.19], [0.68, 0.21, 0.60], [0.17, 0.25, -0.02], [-0.33, 0.58, 0.33], [-0.12, -0.19, -0.78], [0.01, 0.20, 0.30], [0.23, -0.11, 0.45], [-0.23, -0.31, -0.96], [0.15, -0.15, -0.18], [0.29, -0.12, 0.27], [0.44, 1.16, 0.20], [-1.33, 0.49, -0.36], [-0.04, -0.15, -0.13], [-0.25, -0.28, -0.67], [-0.96, -0.03, -0.39], [0.17, -0.49, 0.17], [0.57, -0.61, -0.19], [-0.56, -0.33, 0.42], [-0.39, 0.15, -0.21], [-0.18, -0.06, 0.06], [0.64, 0.44, -0.26], [-0.16, 0.47, 0.06], [-0.02, 1.05, 0.00], [-0.10, 0.46, 0.13], [0.00, 0.73, 0.86], [-0.22, -0.49, 0.93], [-0.41, -0.22, 0.75], [-0.34, -0.60, 0.19], [-0.33, 0.30, -0.24], [-0.10, -0.25, 0.14], [-0.02, 0.25, -0.40], [-0.22, 0.25, 0.41]],
  "lowdin_charge": [0.639, 0.625, 0.992, -0.433, -0.003, 0.067, 0.096, -0.002, -0.001, -0.226, -0.267, 0.009, -0.222, -0.298, -0.262, -0.258, -0.263, -0.245, -0.084, 0.015, -0.068, -0.107, -0.081, -0.059, -0.074, -0.577, -0.044, -0.020, -0.083, -0.129, -0.077, -0.091, -0.010, -0.632, -0.133, -0.102, 0.099, 0.106, 0.097, 0.079, 0.089, 0.110, 0.081, 0.078, 0.101, 0.087, 0.094, 0.070, 0.093, 0.094, 0.097, 0.104, 0.089, 0.099, 0.075, 0.090, 0.089, 0.064, 0.099, 0.109, 0.077, 0.089, 0.094, 0.099, 0.094, 0.085, 0.095, 0.097, 0.096, 0.084, 0.101, 0.094, 0.098, 0.098, 0.098, 0.089, 0.102, 0.090, 0.076, 0.102, 0.096, 0.097, 0.077, 0.094],
  "homo_ha": -0.45396,
  "total_charge": 2,
  "lumo_energy_ha": -0.4049,
  "gap_ev": 1.33,
  "de_lowest_kj_mol": 718.7
}


[2]
{
  "formula": "H10O5",
  "method": "wB97M-V/def2-TZVPD",
  "symbols": ["O", "O", "O", "O", "O", "H", "H", "H", "H", "H", "H", "H", "H", "H", "H"],
  "positions_angstrom": [[1.297, -0.243, -1.298], [1.297, 0.355, 1.253], [-2.493, -0.151, -0.083], [-0.307, -1.763, 0.190], [-0.557, 1.782, -0.314], [0.060, -1.294, 0.921], [-2.836, 0.083, 0.837], [2.122, 0.483, 1.768], [1.617, 0.144, 0.350], [0.708, -0.994, -0.965], [0.095, 1.674, 0.421], [-1.221, -1.411, 0.041], [-0.030, 1.448, -1.047], [-1.867, 0.600, -0.281], [2.117, -0.712, -1.793]],
  "atomic_forces_ev_per_a": [[2.73, -2.27, -1.80], [1.23, 0.20, 0.75], [-0.41, 0.93, 1.73], [-0.74, -0.86, -1.34], [0.70, 0.11, 0.61], [0.26, 0.69, 1.03], [0.63, -0.51, -1.92], [-0.88, -0.07, -0.27], [-0.21, 0.05, -0.09], [0.36, 0.51, -0.22], [-0.76, 0.01, -0.37], [0.54, 0.05, 0.31], [0.02, -0.05, -0.40], [-0.41, -0.44, 0.28], [-3.05, 1.63, 1.70]],
  "lowdin_charge": [-0.149, -0.090, -0.109, -0.064, -0.066, 0.005, 0.094, 0.078, 0.002, 0.030, 0.044, 0.033, 0.029, 0.014, 0.147],
  "homo_ha": -0.41038,
  "smiles": "O.O.O.O.O",
  "lumo_energy_ha": 0.0145,
  "gap_ev": 11.56,
  "de_lowest_kj_mol": 43.5
}


[3]
{
  "formula": "C5H15N2O",
  "method": "wB97M-V/def2-TZVPD",
  "symbols": ["O", "N", "N", "C", "C", "C", "C", "C", "H", "H", "H", "H", "H", "H", "H", "H", "H", "H", "H", "H", "H", "H", "H"],
  "positions_angstrom": [[1.071, -1.735, -0.432], [-0.040, 0.846, 0.153], [0.402, -0.921, 2.042], [-0.021, 0.223, -1.200], [-1.036, -0.439, 2.096], [-1.141, 0.751, 1.102], [-0.040, 1.099, -2.443], [1.340, -0.513, -1.243], [1.909, -0.701, -2.196], [0.822, 1.684, -2.409], [2.045, -0.072, -0.490], [0.776, -1.344, 2.932], [-0.890, 1.906, -2.406], [0.631, -2.457, -1.043], [-1.329, -0.062, 3.200], [0.559, -1.573, 1.259], [0.225, 1.825, 0.027], [-0.195, 0.629, -3.511], [-2.109, 0.650, 0.634], [-1.851, -1.183, 1.914], [-0.853, -0.436, -1.422], [-1.220, 1.879, 1.649], [0.948, -0.056, 1.786]],
  "atomic_forces_ev_per_a": [[-0.81, -2.58, -2.76], [-0.06, 0.97, -0.64], [-0.06, 0.25, 1.75], [1.09, -0.45, -1.39], [-1.03, 1.23, 2.46], [-0.79, 3.00, 0.69], [-3.32, 2.02, -1.18], [0.12, -1.37, 2.23], [-1.10, -0.03, 0.79], [1.73, 1.04, -0.56], [-0.48, 0.50, -1.33], [-0.70, 0.59, -1.07], [1.25, -1.52, 0.09], [1.34, 2.12, 1.78], [1.16, -0.82, -2.41], [0.13, 0.07, -0.47], [-0.12, -0.42, 0.22], [0.59, 0.34, 2.49], [-0.33, 0.06, -0.35], [1.45, 0.03, -0.25], [-0.08, -0.71, 0.97], [0.38, -3.36, -1.11], [-0.37, -0.95, 0.05]],
  "lowdin_charge": [-0.173, -0.064, 0.145, -0.380, -0.134, -0.209, -0.078, -0.150, 0.145, 0.044, 0.128, 0.190, 0.116, 0.165, 0.167, 0.104, 0.129, 0.135, 0.102, 0.130, 0.139, 0.191, 0.159],
  "homo_ha": -0.49248,
  "total_charge": 1,
  "smiles": "C[C@@H](CO)NCC[NH3+]",
  "lumo_energy_ha": -0.1086,
  "gap_ev": 10.45,
  "de_lowest_kj_mol": 278.5
}


[4]
{
  "formula": "C4H10AlBF4NO4",
  "method": "wB97M-V/def2-TZVPD",
  "symbols": ["Al", "F", "F", "F", "F", "O", "O", "O", "O", "N", "C", "C", "C", "C", "B", "H", "H", "H", "H", "H", "H", "H", "H", "H", "H"],
  "positions_angstrom": [[2.844, -0.516, 3.327], [1.379, -0.105, 2.560], [2.507, -1.499, 4.665], [3.833, -1.348, 2.238], [3.616, 0.904, 3.837], [-1.304, 2.477, -1.320], [0.593, 1.377, -2.041], [0.273, -0.861, -1.711], [2.217, -0.092, -2.456], [-1.044, -0.726, -2.291], [-1.823, -1.620, -0.026], [1.118, 0.132, -2.068], [-2.023, -1.499, -1.545], [0.309, 1.774, 0.545], [-0.145, 1.857, -0.948], [-1.288, 0.252, -2.369], [1.258, 1.259, 0.634], [0.381, 2.769, 0.975], [-1.661, -2.654, 0.248], [-2.105, -2.489, -1.984], [-0.393, 1.238, 1.170], [-1.022, -1.004, 0.340], [-2.731, -1.307, 0.482], [-1.820, 2.681, -0.532], [-2.968, -0.999, -1.733]],
  "atomic_forces_ev_per_a": [[0.02, -0.04, 0.07], [0.06, -0.06, 0.06], [-0.01, 0.05, -0.05], [-0.05, 0.03, 0.02], [-0.06, -0.03, -0.03], [-0.33, -0.08, -0.05], [-0.41, -0.27, 0.29], [-0.36, 0.12, 0.08], [0.22, -0.05, 0.26], [-0.08, -0.17, -0.65], [-0.64, 0.04, -0.28], [0.35, 0.16, -0.67], [0.13, 0.08, 0.47], [0.08, -0.24, -0.71], [0.08, 0.19, 0.27], [0.15, 0.13, 0.48], [0.18, 0.02, 0.31], [0.18, 0.22, 0.03], [0.32, -0.13, 0.16], [0.13, -0.16, -0.12], [-0.19, -0.25, 0.16], [0.45, 0.08, 0.14], [-0.12, 0.06, 0.13], [0.05, 0.22, -0.12], [-0.15, 0.10, -0.23]],
  "lowdin_charge": [-0.164, -0.190, -0.204, -0.197, -0.203, 0.171, 0.195, 0.025, 0.185, 0.002, -0.061, -0.553, -0.233, 0.034, -0.625, 0.094, 0.070, 0.078, 0.070, 0.099, 0.066, 0.057, 0.066, 0.108, 0.108],
  "homo_ha": -0.25762,
  "total_charge": -1,
  "lumo_energy_ha": 0.0830,
  "gap_ev": 9.27
}


[5]
{
  "formula": "C4H10O",
  "method": "wB97M-V/def2-TZVPD",
  "symbols": ["O", "C", "C", "C", "C", "H", "H", "H", "H", "H", "H", "H", "H", "H", "H"],
  "positions_angstrom": [[0.608, -0.487, 0.369], [-0.499, 0.199, 0.910], [1.319, 0.201, -0.633], [0.549, 0.386, -1.946], [-1.264, -0.809, 1.748], [-2.181, -0.374, 2.158], [1.660, 1.182, -0.265], [-0.643, -1.170, 2.577], [-0.221, -0.377, -2.076], [-1.143, 0.620, 0.116], [-1.533, -1.664, 1.122], [-0.161, 1.041, 1.537], [2.213, -0.407, -0.803], [1.227, 0.296, -2.794], [0.069, 1.362, -2.020]],
  "atomic_forces_ev_per_a": [[-0.06, -0.06, -0.04], [-0.20, 0.08, 0.14], [0.23, 0.13, -0.19], [-0.05, 0.05, -0.03], [-0.07, -0.01, 0.02], [0.14, -0.02, -0.04], [-0.04, -0.13, 0.03], [-0.12, 0.08, -0.18], [0.08, -0.07, 0.14], [0.17, -0.18, 0.15], [0.00, 0.08, 0.12], [0.02, -0.06, -0.14], [-0.13, 0.08, 0.00], [0.07, 0.06, -0.02], [-0.03, -0.03, 0.06]],
  "lowdin_charge": [-0.171, -0.299, -0.277, -0.084, -0.079, 0.074, 0.116, 0.078, 0.079, 0.116, 0.077, 0.120, 0.116, 0.067, 0.066],
  "homo_ha": -0.35754,
  "smiles": "CCOCC",
  "lumo_energy_ha": 0.0436,
  "gap_ev": 10.92,
  "de_lowest_kj_mol": 63.7
}


[6]
{
  "formula": "C2H8NO2",
  "method": "wB97M-V/def2-TZVPD",
  "symbols": ["O", "O", "N", "C", "C", "H", "H", "H", "H", "H", "H", "H", "H"],
  "positions_angstrom": [[3.186, -0.461, -0.430], [1.157, 0.178, 1.031], [-2.372, 0.650, -0.716], [0.275, 0.262, -0.028], [-1.125, -0.187, 0.346], [-1.846, -0.325, -0.732], [-1.409, -1.083, 0.874], [2.009, -0.280, 0.626], [-3.237, 0.437, -0.171], [4.086, -0.815, -0.372], [0.664, -0.332, -0.851], [-1.591, 0.668, 0.827], [0.202, 1.290, -0.405]],
  "atomic_forces_ev_per_a": [[-0.02, -0.21, 0.12], [0.41, -0.85, 0.36], [-0.29, -1.32, -0.68], [0.20, -0.40, -0.98], [-0.41, 3.53, 2.28], [-1.35, -0.23, -2.16], [0.16, -0.66, -0.40], [0.08, 0.74, 0.02], [0.79, -0.04, -0.30], [-0.50, 0.08, 0.18], [0.11, -0.16, -0.35], [1.08, -0.49, 1.90], [-0.26, 0.01, 0.02]],
  "lowdin_charge": [-0.516, -0.143, -0.069, -0.364, -0.150, -0.018, 0.101, 0.026, -0.001, -0.147, 0.100, 0.069, 0.113],
  "homo_ha": -0.12359,
  "total_charge": -1,
  "lumo_energy_ha": 0.1435,
  "gap_ev": 7.27,
  "de_lowest_kj_mol": 449.8
}